# 1
143
Properties=species:S:1:pos:R:3:forces:R:3:lowdin_charge:R:1 method="wB97M-V/def2-TZVPD" e_tot_ev=-97372.576 orbital_gap_ev=8.1 total_charge=+1 max_force_ev_per_a=2.1 homo_ev=-10.496
C 6.012660 -1.943069 0.577461 -0.1 0.2 -0.2 -0.026
C 5.289564 -2.074122 -0.772737 0.1 -1.0 0.3 -0.382
O 5.256987 -3.452752 -1.171727 -0.1 0.1 -0.1 -0.038
C 3.817259 -1.693338 -0.693790 -0.1 0.4 0.1 -0.103
O 3.477009 -0.459606 -1.371382 -0.3 0.0 0.0 -0.054
N 3.707553 0.642285 -0.579773 0.3 0.2 0.3 -0.050
C 5.004113 1.293128 -0.652805 0.1 0.2 -0.3 -0.049
C 5.062384 2.531729 -1.596060 0.6 -0.4 -0.5 -0.349
O 3.804718 2.953244 -2.074502 -0.2 -0.1 0.3 -0.012
C 5.737410 3.719757 -0.940563 -0.9 0.4 0.4 -0.212
N 4.847087 4.407938 -0.011450 0.6 0.2 0.1 0.032
C 2.764922 1.100962 0.250898 -0.1 -0.5 -0.5 -0.242
N 3.019255 2.095213 1.104970 0.4 0.2 0.3 0.206
C 1.920217 2.253022 1.812517 0.4 0.2 -0.1 -0.017
N 1.015103 1.407506 1.392073 -0.7 0.4 0.7 0.006
F -0.209175 1.293925 1.897599 0.3 -0.3 -0.2 0.145
N 1.491828 0.643776 0.369588 0.3 -0.2 -0.2 0.124
C 0.731779 -0.406828 -0.341034 -0.3 0.1 -0.4 -0.068
C -0.775369 -0.193449 -0.340512 -0.3 -0.5 0.7 -0.139
C -1.503086 -1.070518 0.721751 0.4 -0.1 -0.9 -0.225
N -2.923197 -1.133218 0.554896 0.1 0.4 0.6 -0.042
C -3.568786 0.173915 0.424028 -0.1 -0.8 0.0 -0.151
C -3.148782 1.178822 1.463759 0.1 0.6 -0.1 -0.168
C -2.857206 2.486033 1.040800 0.2 0.0 0.5 -0.044
C -2.463189 3.492235 1.923790 -0.2 -0.4 -0.1 -0.081
C -2.382527 3.207718 3.281496 -0.1 -0.5 -0.4 -0.081
C -2.696361 1.925688 3.727500 0.2 0.3 -0.3 -0.021
C -3.063013 0.915231 2.834075 -0.1 0.2 0.3 -0.281
O -3.406053 -0.326285 3.325524 0.1 0.2 -0.4 0.055
H 6.980596 -1.463007 0.484351 0.2 0.0 0.0 0.080
H 5.435100 -1.384061 1.308816 -0.1 0.2 0.0 0.072
H 6.139822 -2.937147 0.986158 0.1 -0.2 0.1 0.087
H 5.806940 -1.527068 -1.555596 -0.2 0.4 -0.1 0.136
H 6.102617 -3.686971 -1.561614 0.1 -0.1 0.0 0.101
H 3.498622 -1.606475 0.341624 -0.1 0.0 0.2 0.124
H 3.209592 -2.458591 -1.160138 0.0 -0.1 -0.3 0.137
H 5.694625 0.560569 -1.045371 0.0 -0.3 0.0 0.117
H 5.351459 1.533125 0.347690 -0.2 0.1 0.2 0.126
H 5.682544 2.245811 -2.449264 0.0 -0.1 -0.1 0.143
H 3.435475 2.252015 -2.617401 -0.1 0.0 -0.2 0.101
H 6.020381 4.431464 -1.708230 0.2 0.0 -0.2 0.119
H 6.620532 3.395130 -0.400450 0.3 0.0 -0.1 0.122
H 3.927805 4.484674 -0.419651 -0.2 0.0 0.1 0.062
H 4.786047 3.908688 0.862153 -0.2 -0.1 0.0 0.039
H 1.781396 2.956648 2.611666 -0.2 0.0 0.3 0.131
H 1.095919 -0.384488 -1.358036 0.2 0.2 -0.1 0.127
H 1.002105 -1.376185 0.066505 0.0 -0.1 0.3 0.125
H -1.177348 -0.519037 -1.292969 0.1 0.1 -0.3 0.128
H -1.029785 0.850961 -0.194399 0.0 0.2 -0.3 0.096
H -1.111179 -2.077703 0.582526 0.0 -0.2 0.1 0.123
H -1.228534 -0.758878 1.725663 -0.1 0.1 0.2 0.097
H -3.188911 -1.766145 -0.183756 -0.1 -0.1 -0.1 0.078
H -3.384923 0.571581 -0.576192 0.0 0.5 0.0 0.113
H -4.644833 0.028043 0.499585 -0.2 -0.1 0.0 0.131
H -2.921529 2.715032 -0.013440 0.0 0.0 -0.1 0.114
H -2.223000 4.477531 1.562723 0.0 0.2 -0.1 0.092
H -2.093420 3.980854 3.972983 0.0 0.1 0.2 0.100
H -2.662451 1.723221 4.787476 -0.1 -0.2 0.1 0.113
H -2.742406 -0.582784 3.969069 -0.1 -0.1 0.3 0.106
O -3.570944 -3.530910 -1.952365 0.1 0.2 0.1 0.094
C -4.675110 -3.681875 -1.498574 0.0 -0.3 -0.2 -0.474
O -5.000275 -3.185348 -0.284838 -0.1 0.0 0.0 0.000
C -6.340483 -3.578417 0.072457 -0.2 0.0 0.0 -0.140
C -7.019350 -3.896530 -1.252947 0.1 0.0 -0.1 -0.130
C -5.851832 -4.415740 -2.095189 -0.3 0.4 0.2 -0.052
H -6.276866 -4.447586 0.730455 0.0 0.0 0.0 0.123
H -6.812022 -2.761774 0.613085 0.1 0.1 0.0 0.125
H -7.842880 -4.599781 -1.152364 0.0 0.0 0.0 0.119
H -7.411795 -2.981100 -1.697240 0.0 0.0 0.0 0.122
H -5.696590 -5.487683 -1.971440 0.1 0.0 -0.1 0.115
H -5.963689 -4.181444 -3.147893 0.1 -0.1 -0.1 0.100
O -6.140942 -2.958572 -5.436363 -0.1 0.0 0.1 0.112
C -5.428660 -3.854054 -5.794174 0.2 0.2 0.0 -0.494
O -5.498241 -5.087415 -5.258504 0.0 -0.1 -0.1 0.012
C -4.447209 -5.929331 -5.785543 0.1 -0.1 -0.1 -0.131
C -4.064867 -5.287945 -7.110847 0.0 0.2 -0.1 -0.140
C -4.323380 -3.807143 -6.831476 -0.1 -0.4 -0.2 -0.063
H -3.621470 -5.935841 -5.072328 0.0 0.0 0.0 0.123
H -4.825512 -6.941702 -5.887865 -0.1 0.0 0.1 0.123
H -3.045784 -5.514198 -7.409862 0.0 -0.1 0.1 0.096
H -4.733381 -5.635313 -7.899783 0.0 0.0 0.0 0.122
H -3.456933 -3.316875 -6.381922 0.0 0.1 0.0 0.115
H -4.644338 -3.251131 -7.707660 0.0 0.2 0.1 0.126
O -4.516199 -8.811346 -3.797002 -0.1 0.1 0.0 0.135
C -4.365993 -8.727469 -2.616808 0.2 -0.1 -0.1 -0.475
O -4.775593 -7.641794 -1.907587 0.0 0.0 0.1 -0.002
C -4.372504 -7.764103 -0.532399 0.0 -0.1 0.1 -0.159
C -4.167548 -9.257352 -0.307094 0.1 -0.1 -0.1 -0.149
C -3.699014 -9.721417 -1.686089 -0.3 0.1 0.4 -0.068
H -3.453037 -7.191036 -0.391198 0.0 0.0 0.0 0.129
H -5.152234 -7.344129 0.099930 0.0 0.1 -0.1 0.121
H -3.470808 -9.475210 0.499424 0.0 0.1 0.0 0.116
H -5.120866 -9.728265 -0.065214 0.0 0.0 0.0 0.120
H -2.618725 -9.631135 -1.806398 0.0 0.0 -0.1 0.133
H -4.010503 -10.733404 -1.925567 0.1 0.0 -0.2 0.127
O -1.452597 8.022391 1.864703 -0.2 -0.2 0.0 0.140
C -0.395119 7.477941 1.916057 0.2 0.5 0.0 -0.471
O -0.281728 6.123739 2.046606 0.1 -0.3 0.1 0.006
C 1.098984 5.756445 2.183465 -0.1 0.2 -0.1 -0.156
C 1.889706 6.909006 1.576157 -0.3 0.6 -0.4 -0.165
C 0.986410 8.102845 1.883543 0.0 -0.5 -0.3 -0.050
H 1.316530 5.621221 3.246622 0.0 -0.1 0.1 0.120
H 1.261182 4.812171 1.663082 -0.2 0.0 0.0 0.101
H 2.897404 6.994610 1.977735 -1.6 0.9 -1.0 0.040
H 1.966379 6.774786 0.496326 -0.1 -0.1 -0.1 0.133
H 1.191918 8.532435 2.864644 0.0 0.0 -0.1 0.125
H 1.033964 8.879501 1.126804 -0.1 0.1 0.1 0.134
O 3.522540 8.336539 3.368653 0.2 0.4 0.4 0.127
C 4.195432 7.385338 3.632291 0.4 -0.1 0.3 -0.454
O 4.976354 7.324504 4.738715 -0.1 0.0 -0.1 0.039
C 5.730967 6.099062 4.753118 0.1 -0.2 0.0 -0.138
C 4.951909 5.146305 3.854626 0.1 0.1 0.0 -0.134
C 4.336929 6.101924 2.838082 0.7 -1.0 0.7 -0.108
H 6.734280 6.306090 4.375178 0.0 0.0 0.0 0.129
H 5.808165 5.750938 5.780468 0.0 0.1 0.0 0.125
H 5.573663 4.364367 3.419093 0.1 0.1 0.0 0.116
H 4.143348 4.670104 4.407373 0.1 0.0 0.1 0.085
H 4.994859 6.283901 1.987339 -0.1 0.0 -0.1 0.136
H 3.366136 5.760772 2.487315 1.0 -0.5 0.4 0.069
O 2.243846 3.648078 5.023758 0.0 -0.2 -0.3 0.073
C 1.947190 3.963364 6.145566 -0.3 0.1 0.2 -0.482
O 2.213239 3.180742 7.203950 0.0 0.0 -0.1 0.040
C 1.665226 3.762577 8.406643 -0.1 0.1 0.2 -0.136
C 1.519157 5.246359 8.095828 0.0 0.0 -0.1 -0.139
C 1.236208 5.224376 6.593914 0.3 0.0 0.3 -0.066
H 0.707173 3.281949 8.611234 0.0 0.0 0.0 0.130
H 2.343255 3.561078 9.231070 0.1 -0.1 -0.1 0.128
H 0.749366 5.733614 8.689094 0.0 -0.1 0.0 0.122
H 2.463294 5.758565 8.283548 0.0 0.0 0.0 0.122
H 0.172898 5.115384 6.374644 0.0 0.0 -0.1 0.134
H 1.630166 6.093169 6.072744 -0.1 0.0 -0.2 0.124
O -0.970480 -6.177517 -6.234950 0.0 0.0 -0.1 0.123
C -0.459041 -5.104393 -6.348894 0.1 -0.1 0.3 -0.493
O 0.165894 -4.709073 -7.482272 0.0 0.0 -0.1 0.031
C 0.764168 -3.415714 -7.300207 0.0 0.1 0.0 -0.152
C -0.003757 -2.779899 -6.146903 0.0 -0.1 0.1 -0.153
C -0.377642 -4.001700 -5.307279 -0.1 0.3 -0.3 -0.072
H 1.822027 -3.556388 -7.067908 0.0 0.0 0.0 0.126
H 0.679577 -2.858058 -8.229207 0.0 -0.1 -0.1 0.126
H 0.574350 -2.027879 -5.613019 0.1 0.0 0.0 0.110
H -0.908862 -2.302388 -6.525116 0.0 0.0 0.0 0.112
H 0.401224 -4.266340 -4.590658 0.0 0.0 0.0 0.129
H -1.327735 -3.892770 -4.790005 0.0 -0.2 0.1 0.117

# 2
43
Properties=species:S:1:pos:R:3:forces:R:3:nbo_charge:R:1 method="wB97M-V/def2-TZVPD" e_tot_ev=-48763.361 orbital_gap_ev=9.3 de_lowest_kcal_mol=51.5 max_force_ev_per_a=3.3 homo_ev=-9.313
C 3.769759 -1.343318 2.005938 -0.2 -0.2 -0.1 -0.745
S 2.556879 -1.377611 0.608293 -0.3 0.2 1.1 0.062
S 3.487460 -0.739200 -1.030620 0.7 0.1 -1.2 0.084
C 3.431081 1.099740 -1.169656 1.8 1.9 2.0 -0.549
C 2.228026 1.702543 -0.429813 -1.5 -0.9 0.8 -0.560
C 0.883354 1.480522 -1.180954 1.9 -0.7 0.1 0.833
O -0.223989 1.620809 -0.764899 -0.4 0.7 -0.1 -0.614
O 1.201958 1.008746 -2.405158 -0.5 0.2 -0.7 -0.763
H 3.254357 -1.173618 2.989421 0.4 -0.5 -1.1 0.244
H 4.390956 -2.229808 1.902827 -0.4 -0.4 0.6 0.226
H 4.490667 -0.569496 1.855549 0.1 1.0 -0.2 0.228
H 3.623679 1.460436 -2.194165 -0.7 -0.8 0.2 0.254
H 4.375045 1.506094 -0.648644 -1.3 -0.7 -0.4 0.220
H 2.173508 2.759636 -0.160931 0.8 0.1 -0.3 0.267
H 2.157166 1.203933 0.594673 -0.2 0.6 -1.3 0.272
H 0.491184 0.826472 -3.100799 0.0 0.8 0.5 0.521
O -3.886049 1.180479 1.592662 -0.1 0.0 -0.2 -0.973
H -4.428220 0.460701 1.924862 0.1 -0.2 0.2 0.503
H -3.255787 0.771904 0.990174 -0.1 -0.6 -0.1 0.492
O -2.378656 3.332618 1.712675 0.8 0.1 0.2 -0.987
H -2.845953 3.757273 0.992501 -0.1 -0.1 -0.1 0.473
H -2.778034 2.454569 1.822592 -0.4 0.4 0.1 0.497
O -1.582135 -0.469392 0.035971 -0.7 -0.2 1.2 -0.986
H -1.323942 -1.038866 -0.686631 -0.1 0.3 -0.5 0.480
H -1.513675 0.459359 -0.210327 0.6 -0.3 -0.5 0.495
O 0.405728 -1.520620 -2.415342 0.4 -0.7 1.3 -1.020
H 0.814220 -0.637289 -2.219398 -0.1 -1.1 0.1 0.496
H 0.782267 -2.137767 -1.730673 -0.3 0.9 -1.1 0.493
O -0.160269 0.212627 -4.465666 0.6 0.3 -0.1 -0.948
H 0.316217 -0.622774 -4.290968 -1.0 0.0 -0.2 0.514
H -1.115187 0.127866 -4.374453 0.2 -0.6 0.1 0.497
O -1.406295 -3.597548 1.507538 0.4 0.4 -0.5 -0.948
H -1.930317 -3.434859 0.708722 -0.1 -0.1 0.2 0.479
H -0.561971 -3.159620 1.288440 -0.5 -0.2 0.4 0.471
O -2.583063 -2.637958 -1.992470 0.1 -0.1 0.3 -0.955
H -1.677636 -2.503876 -2.289171 0.1 0.1 -0.3 0.480
H -3.143360 -2.440002 -2.744835 0.0 0.0 -0.1 0.474
O 0.544786 2.674517 2.424074 0.6 -0.5 -0.7 -0.986
H 0.639867 2.971071 3.327139 -0.5 0.2 0.1 0.471
H -0.327004 2.879552 2.057053 -0.2 0.3 0.5 0.509
O -3.281140 -1.465679 3.536829 -1.2 0.1 0.5 -0.973
H -2.689351 -0.729631 3.685886 0.5 -0.2 -0.4 0.479
H -2.926147 -2.122545 2.941740 0.8 0.1 -0.3 0.494

# 3
7
Properties=species:S:1:pos:R:3:forces:R:3:lowdin_spin:R:1 method="wB97M-V/def2-TZVPD" e_tot_ev=-30643.352 orbital_gap_ev="7.7 / 7.9" multiplicity=7 total_charge=+2 de_lowest_kcal_mol=20.2 max_force_ev_per_a=6.1 homo_ev="-19.412 / -19.067"
O 0.138947 -0.738323 -0.080122 -1.0 -2.0 -0.6 0.086
O -0.237666 1.358473 0.297067 -2.6 1.9 -5.2 -0.200
O 0.352288 0.038645 2.045659 -1.5 0.1 -2.5 -0.044
C -0.400505 1.250631 -1.033686 2.2 0.7 5.6 -0.652
C 0.036510 0.100337 0.892650 3.2 -0.8 3.5 0.004
H 0.516093 0.797346 -1.474077 -0.6 0.3 -1.0 -0.088
Tb -0.405666 -2.807109 -0.647491 0.2 -0.1 0.2 6.895

# 4
18
Properties=species:S:1:pos:R:3:forces:R:3:nbo_charge:R:1 method="wB97M-V/def2-TZVPD" e_tot_ev=-10370.757 orbital_gap_ev="7.4 / 7.4" de_lowest_kcal_mol=104.9 max_force_ev_per_a=3.1 homo_ev="-7.632 / -7.632"
C 1.761426 -0.440082 0.201572 0.9 0.5 0.6 -0.320
C -0.837939 1.849113 1.764050 0.0 0.2 0.3 -0.718
C -0.643802 0.217901 -1.532561 1.6 -1.3 0.3 -0.713
C 0.342544 -1.133380 -1.122759 -2.4 0.4 -1.8 0.634
C -0.062176 0.800258 1.104715 0.6 0.5 1.1 0.356
N -0.481350 -1.988709 -0.374955 0.2 0.0 0.5 -0.852
N 1.045981 0.354025 1.034391 -1.4 -0.7 -1.7 -0.275
O 1.007705 -1.622340 -2.038848 0.4 0.4 0.6 -0.685
H -0.906496 -1.619686 0.463050 0.0 0.1 0.0 0.369
H -0.106469 -2.921467 -0.279237 0.1 0.0 0.0 0.380
H 2.270150 -1.267549 0.680744 -0.1 -0.1 0.0 0.209
H 2.345908 0.092913 -0.536049 0.0 0.1 -0.1 0.224
H -0.204437 2.554945 2.312846 -0.1 -0.1 -0.1 0.235
H -1.419961 2.389710 1.015122 0.0 -0.1 0.0 0.256
H -0.044469 1.101511 -1.750023 0.0 0.0 0.2 0.206
H -1.010044 -0.171720 -2.477547 0.0 0.0 -0.1 0.241
H -1.516859 0.425829 -0.920248 0.2 0.0 0.2 0.200
H -1.539710 1.378728 2.455738 0.0 0.1 -0.1 0.255

# 5
18
Properties=species:S:1:pos:R:3:forces:R:3:nbo_charge:R:1 method="wB97M-V/def2-TZVPD" e_tot_ev=-18246.809 orbital_gap_ev=6.9 total_charge=-1 de_lowest_kcal_mol=4.1 max_force_ev_per_a=0.4 homo_ev=-2.898
C 1.516961 -2.627281 -1.004565 0.1 -0.2 -0.2 -0.611
C 0.883403 -2.910904 0.344426 -0.1 0.3 0.0 -0.503
S 0.131345 -1.438915 1.107988 -0.3 -0.1 0.2 -0.729
H 2.311751 -1.890360 -0.905796 0.0 0.1 0.0 0.198
H 0.773842 -2.224532 -1.695957 0.0 0.0 0.0 0.196
H 1.949830 -3.536545 -1.445075 0.0 0.0 0.0 0.168
H 1.635587 -3.328671 1.015733 0.0 -0.1 0.0 0.172
H 0.102986 -3.663753 0.217841 0.0 -0.1 0.0 0.173
C -0.546419 3.592819 0.108813 0.1 0.2 -0.2 -0.597
C -0.580569 2.289637 0.394235 -0.2 -0.1 0.1 0.369
O 0.389686 1.724091 1.121038 0.1 0.1 0.3 -0.714
C -1.728472 1.415737 -0.020132 0.0 0.2 -0.2 -0.688
H -1.320915 4.000431 -0.517721 -0.1 0.2 0.0 0.181
H 0.257190 4.237483 0.439369 0.0 -0.1 0.0 0.192
H 0.291029 0.747842 1.184005 0.2 -0.2 -0.3 0.518
H -2.315266 1.941722 -0.772296 -0.1 -0.1 0.0 0.197
H -1.379178 0.460765 -0.408160 0.0 -0.1 0.0 0.259
H -2.372791 1.210435 0.836255 0.1 -0.1 0.1 0.217

# 6
52
Properties=species:S:1:pos:R:3:forces:R:3:nbo_charge:R:1 method="wB97M-V/def2-TZVPD" e_tot_ev=-31321.523 orbital_gap_ev=8.7 de_lowest_kcal_mol=59.0 max_force_ev_per_a=0.5 homo_ev=-7.947
C -6.040874 -3.734518 0.091655 0.4 0.3 0.0 -0.617
C -4.663167 -3.150739 0.362908 -0.1 -0.4 0.1 -0.061
O -4.687681 -1.797807 -0.041080 0.0 0.3 -0.1 -0.487
C -3.566587 -1.047381 0.103282 -0.1 0.1 0.0 0.261
C -2.363592 -1.496526 0.621367 -0.2 -0.1 0.0 -0.287
C -1.271418 -0.645487 0.720166 0.0 0.3 -0.1 -0.217
C -1.370807 0.666234 0.292052 -0.2 -0.3 0.2 -0.139
C -0.260646 1.650048 0.462820 -0.1 0.1 0.0 0.678
O -0.423004 2.676773 1.100850 -0.2 0.2 0.1 -0.627
N 0.924376 1.358774 -0.125474 0.3 0.0 -0.1 -0.437
C 1.224165 0.242851 -0.984460 0.0 -0.5 -0.1 -0.220
C 2.351804 -0.605605 -0.380388 -0.2 0.1 -0.3 -0.223
N 3.503594 0.239048 -0.159508 -0.2 0.1 -0.1 -0.469
C 4.777732 -0.323205 -0.112186 0.3 -0.2 0.0 0.266
C 5.898841 0.507521 -0.208595 0.0 0.0 0.1 -0.275
C 7.173935 -0.018729 -0.214582 0.0 0.0 0.0 -0.189
C 7.371921 -1.387753 -0.136006 0.1 -0.1 0.0 -0.248
C 6.271811 -2.220993 -0.050239 0.2 0.0 0.0 -0.187
C 4.990457 -1.700912 -0.034056 -0.2 0.1 0.0 -0.301
C 3.189331 1.345083 0.724541 -0.1 0.3 -0.1 -0.217
C 2.079754 2.196490 0.108710 0.2 0.2 0.4 -0.232
C -2.585741 1.136050 -0.205229 -0.1 0.0 -0.1 -0.277
C -3.683344 0.302417 -0.310149 -0.1 -0.2 0.0 0.337
O -4.901405 0.650358 -0.801359 0.2 -0.3 0.1 -0.496
C -5.189517 2.011373 -1.050658 -0.1 0.5 0.0 -0.062
C -5.387715 2.817951 0.229436 0.1 -0.3 -0.2 -0.641
H -6.791336 -3.183784 0.651484 -0.1 0.0 0.1 0.215
H -6.273421 -3.655043 -0.966469 0.0 0.0 -0.1 0.215
H -6.066647 -4.779381 0.387947 0.0 -0.1 0.0 0.212
H -3.899043 -3.702099 -0.203953 0.0 0.1 0.1 0.170
H -4.424880 -3.222824 1.433792 0.0 0.0 -0.1 0.171
H -2.262912 -2.513867 0.964574 -0.1 -0.1 0.0 0.220
H -0.355221 -1.011909 1.157811 0.1 0.0 0.0 0.213
H 0.332745 -0.362839 -1.144273 0.1 0.1 0.0 0.233
H 1.567577 0.633444 -1.951361 0.0 -0.1 0.0 0.196
H 2.611860 -1.391520 -1.090554 0.0 0.0 0.1 0.216
H 1.997801 -1.068818 0.555955 0.0 0.0 0.0 0.170
H 5.768000 1.575406 -0.298698 0.0 0.1 0.0 0.210
H 8.022224 0.646019 -0.291057 0.1 0.1 0.0 0.212
H 8.370310 -1.797602 -0.143060 0.1 0.0 0.0 0.212
H 6.407930 -3.290959 0.016237 0.0 -0.1 0.0 0.211
H 4.156281 -2.379283 0.057574 -0.1 0.0 0.0 0.211
H 4.075821 1.953472 0.892425 0.0 0.0 0.0 0.216
H 2.841013 0.966448 1.700585 0.0 0.1 0.0 0.178
H 1.782126 3.000404 0.783507 0.1 -0.1 -0.1 0.251
H 2.421702 2.620981 -0.841955 0.0 0.0 0.1 0.193
H -2.638618 2.171292 -0.501021 -0.1 0.1 0.0 0.230
H -4.413806 2.464911 -1.680677 -0.1 -0.1 0.0 0.168
H -6.122149 1.983791 -1.621239 0.2 0.0 0.0 0.194
H -4.473141 2.849374 0.816185 0.0 0.1 0.1 0.219
H -5.681091 3.833944 -0.020251 0.0 0.1 0.0 0.215
H -6.168654 2.361796 0.832688 -0.1 0.0 0.1 0.215